C33H59Cl3N4O4PS | ωB97M-V/def2-TZVPD

```
105
Properties=species:S:1:pos:R:3
C -0.95 -3.61 -4.18
C -0.96 -2.27 -5.06
C 0.31 -1.30 -4.79
C 0.85 -0.90 -6.27
C -0.19 0.00 -3.97
C -0.92 -0.34 -2.59
C -0.12 0.13 -1.27
P -0.96 1.64 -0.45
O 0.18 2.56 0.42
Cl -1.67 2.98 -1.96
C 1.48 0.29 -1.45
C 2.08 -1.17 -1.15
Cl 1.24 -2.72 -1.68
C 3.29 -1.39 -0.45
C 3.87 -2.87 -0.21
Cl 4.26 -0.04 0.25
C 1.93 0.88 -2.87
C 2.53 2.39 -2.69
C 3.81 2.48 -1.77
O 4.99 2.42 -2.15
N 2.95 -0.08 -3.40
C 3.67 0.42 -4.34
S 4.62 1.33 -5.34
N 0.81 1.09 -3.85
H 0.09 -3.98 -3.91
H -1.42 -4.43 -4.83
H -1.65 -3.51 -3.28
H -1.90 -1.66 -4.78
H -1.08 -2.54 -6.15
H 1.18 -1.83 -4.30
H 1.99 -0.78 -6.18
H 0.71 -1.76 -7.01
H 0.36 0.04 -6.68
H -1.03 0.42 -4.64
H -1.95 0.14 -2.57
H -1.11 -1.46 -2.47
H -0.26 -0.72 -0.50
H 0.96 2.80 -0.12
H 1.86 0.94 -0.59
H 3.19 -3.40 0.53
H 4.91 -2.82 0.29
H 4.02 -3.44 -1.17
H 2.72 2.90 -3.69
H 1.69 2.96 -2.15
H 3.64 2.57 -0.64
H 1.15 1.35 -4.80
H 0.30 1.94 -3.52
C -2.36 -4.93 0.99
C -3.42 -3.93 0.47
C -4.10 -3.17 1.64
C -5.18 -3.96 2.37
C -6.19 -4.52 1.37
C -5.52 -5.37 0.27
N -4.39 -4.65 -0.40
O -4.93 -3.73 -1.24
C -5.03 -6.69 0.91
C -6.60 -5.83 -0.73
C -2.56 -2.87 -0.27
H -2.71 -5.95 1.10
H -1.51 -5.00 0.30
H -1.96 -4.63 1.96
H -4.56 -2.26 1.26
H -3.35 -2.84 2.37
H -4.73 -4.76 2.96
H -5.69 -3.31 3.08
H -6.93 -5.12 1.91
H -6.74 -3.68 0.92
H -4.46 -7.28 0.20
H -5.88 -7.30 1.22
H -4.44 -6.55 1.81
H -7.14 -4.99 -1.18
H -7.35 -6.45 -0.24
H -6.16 -6.42 -1.54
H -2.09 -3.30 -1.16
H -1.76 -2.50 0.37
H -3.15 -2.00 -0.59
C 2.46 7.17 3.16
C 3.18 6.27 4.20
C 4.30 5.43 3.54
C 3.83 4.20 2.78
C 2.92 3.36 3.67
C 1.73 4.16 4.23
N 2.16 5.43 4.91
O 2.69 5.08 6.10
C 0.75 4.46 3.07
C 0.91 3.25 5.17
C 3.89 7.29 5.12
H 1.55 6.75 2.75
H 2.15 8.12 3.61
H 3.12 7.41 2.32
H 5.00 5.09 4.31
H 4.90 6.06 2.87
H 3.32 4.50 1.86
H 4.69 3.61 2.47
H 2.55 2.50 3.09
H 3.51 2.94 4.49
H -0.05 5.12 3.39
H 0.29 3.53 2.71
H 1.23 4.89 2.19
H 1.51 2.84 5.99
H 0.51 2.39 4.62
H 0.06 3.79 5.60
H 3.17 7.89 5.68
H 4.50 7.98 4.52
H 4.57 6.82 5.83
```

The charge is +1. The highest occupied orbital energy (alpha / beta) is -0.382 / -0.405 hartree. For the electronic energy, the calculation gives -3932.3962 a.u. The frontier orbital gap (alpha / beta) is 6.563 / 7.182 eV. The spin multiplicity is 3. Its expectation value of S² is 2.009.

=====

C21H41N2O8 | ωB97M-V/def2-TZVPD

```
72
Properties=species:S:1:pos:R:3
C -1.81 1.19 5.01
C -1.69 1.42 3.49
O -0.84 2.54 3.25
C -1.28 3.44 2.28
C -0.49 3.36 0.93
O 0.61 2.51 1.01
C 0.72 1.48 0.04
C 0.92 0.14 0.76
O 0.36 -0.93 0.05
C -0.14 -2.00 0.91
C -1.62 -2.32 0.88
N -1.83 -3.24 -0.32
N -2.43 -1.07 0.68
C -3.63 -1.14 1.43
C -4.99 -0.92 0.80
O -3.62 -1.40 2.57
C -2.54 -0.47 -0.58
C -3.26 0.91 -0.60
O -2.10 -0.80 -1.61
H -1.13 0.40 5.30
H -1.55 2.12 5.50
H -2.83 0.93 5.24
H -1.28 0.54 3.01
H -2.70 1.56 3.11
H -1.15 4.44 2.69
H -2.34 3.35 2.06
H -1.19 3.14 0.13
H -0.13 4.37 0.74
H 1.60 1.67 -0.57
H -0.13 1.40 -0.64
H 1.99 -0.03 0.87
H 0.48 0.28 1.74
H 0.12 -1.81 1.95
H 0.41 -2.91 0.65
H -2.69 -3.74 -0.10
H -1.14 -3.97 -0.27
H -5.02 -1.15 -0.26
H -5.20 0.15 0.87
H -5.76 -1.40 1.36
H -2.78 1.52 -1.34
H -3.32 1.38 0.38
H -4.26 0.71 -0.98
C 2.68 6.11 -1.90
C 1.54 6.61 -1.04
O 0.74 5.85 -0.55
C 1.45 8.11 -0.82
H 2.62 5.02 -1.97
H 2.61 6.53 -2.90
H 3.63 6.38 -1.45
H 1.33 8.61 -1.78
H 2.36 8.47 -0.33
H 0.60 8.33 -0.20
C 4.16 -4.04 0.55
C 3.38 -5.06 -0.24
O 2.21 -5.27 0.00
C 4.10 -5.79 -1.34
H 3.52 -3.59 1.30
H 5.01 -4.52 1.04
H 4.53 -3.25 -0.12
H 4.94 -6.36 -0.92
H 4.47 -5.09 -2.08
H 3.42 -6.48 -1.82
C 1.21 -2.68 -4.44
C 1.62 -3.84 -3.57
O 2.77 -4.24 -3.56
C 0.54 -4.47 -2.74
H 2.08 -2.31 -4.99
H 0.45 -2.99 -5.15
H 0.82 -1.87 -3.81
H -0.25 -4.85 -3.38
H 0.13 -3.72 -2.05
H 0.96 -5.29 -2.16
```

The charge is -1. The highest occupied orbital energy is -0.055 hartree. For the electronic energy, the calculation gives -1536.0675 a.u. The frontier orbital gap is 3.759 eV.

=====

C2H3N2O2S | ωB97M-V/def2-TZVPD

```
10
Properties=species:S:1:pos:R:3
C -0.22 1.80 -1.60
C 0.51 -0.63 1.67
N -0.61 0.78 -1.14
N -0.76 -0.24 -0.34
O -0.44 -1.51 -0.98
O 1.69 -0.87 1.66
S -0.34 3.23 -2.38
H 0.14 0.45 2.15
H 0.47 -1.76 -0.50
H -0.43 -1.24 1.46
```

The charge is -1. The highest occupied orbital energy is -0.111 hartree. For the electronic energy, the calculation gives -736.0759 a.u. The frontier orbital gap is 6.653 eV. The value obtained for the energy above the lowest of the compared OMol25 structures with the same formula, charge and spin is 4.008 eV.

=====

C4H16O4 | ωB97M-V/def2-TZVPD

```
24
Properties=species:S:1:pos:R:3
C 1.05 0.59 -2.43
C -0.36 0.90 -1.90
C -0.75 0.18 -0.63
C -1.91 0.43 -0.05
H 0.93 -0.34 -2.96
H 1.49 1.47 -2.92
H 1.71 0.53 -1.55
H -1.08 0.82 -2.70
H -0.52 1.99 -1.80
H 0.14 -0.28 -0.19
H -2.19 -0.05 0.89
H -2.73 1.03 -0.41
H 1.68 2.93 2.18
H 1.95 1.93 1.02
O 1.79 1.99 1.96
H -2.60 -1.29 -1.64
H -2.44 -2.68 -2.11
O -2.44 -1.76 -2.47
H 2.16 -0.84 1.52
H 3.10 -1.90 1.32
O 2.23 -1.67 1.00
H -0.97 -0.39 3.10
H -0.07 0.17 4.24
O -0.13 -0.50 3.55
```

The highest occupied orbital energy is -0.353 hartree. For the electronic energy, the calculation gives -462.8948 a.u. The frontier orbital gap is 10.111 eV. As for the SMILES: C=CCC.O.O.O.O. The value obtained for the energy above the lowest of the compared OMol25 structures with the same formula, charge and spin is 1.828 eV.

=====

C17H53N3O8 | ωB97M-V/def2-TZVPD

```
81
Properties=species:S:1:pos:R:3
C 4.01 -3.45 -1.06
C 2.87 -2.40 -1.17
C 1.46 -3.03 -1.34
O 1.49 -4.07 -2.30
C 0.27 -4.77 -2.43
N 3.01 -1.52 -0.03
H 4.99 -3.06 -0.77
H 4.16 -3.98 -2.00
H 3.80 -4.26 -0.37
H 3.10 -1.88 -2.11
H 0.74 -2.31 -1.74
H 1.13 -3.36 -0.36
H 0.20 -5.44 -1.58
H 0.27 -5.31 -3.38
H -0.56 -4.06 -2.40
H 3.98 -1.29 0.11
H 2.77 -1.96 0.84
C 1.50 3.15 -2.23
C 0.05 3.47 -1.97
C -0.64 4.35 -3.09
O -0.04 5.68 -3.27
C -0.11 6.19 -4.57
N -0.68 2.24 -1.83
H 1.64 2.50 -3.10
H 2.01 2.72 -1.36
H 1.95 4.08 -2.55
H -0.09 3.94 -1.00
H -1.68 4.54 -2.84
H -0.53 3.74 -3.98
H -1.12 6.06 -4.95
H 0.61 5.65 -5.18
H 0.14 7.24 -4.67
H -0.78 1.82 -2.74
H -0.07 1.60 -1.34
C 0.26 -2.62 3.13
C 1.65 -1.98 3.28
C 2.05 -1.76 4.74
O 2.25 -2.98 5.50
C 3.00 -2.81 6.71
N 2.60 -2.91 2.69
H -0.55 -2.05 3.59
H 0.20 -3.55 3.71
H -0.11 -2.80 2.12
H 1.65 -0.99 2.81
H 1.28 -1.25 5.30
H 2.99 -1.23 4.84
H 2.46 -2.15 7.38
H 3.98 -2.39 6.46
H 3.15 -3.68 7.35
H 3.53 -2.56 2.86
H 2.46 -3.69 3.33
C -3.50 0.74 2.44
O -3.04 1.93 3.05
H -4.33 0.23 2.94
H -3.86 0.87 1.42
H -2.66 0.06 2.51
H -2.56 2.45 2.41
C -3.96 1.87 -1.38
O -4.97 1.12 -2.09
H -3.27 1.22 -0.83
H -3.28 2.31 -2.11
H -4.41 2.61 -0.72
H -5.16 1.68 -2.84
C 0.12 0.04 0.57
O 0.90 0.25 -0.58
H 0.37 -0.96 0.91
H 0.40 0.74 1.36
H -0.95 -0.07 0.35
H 1.75 -0.18 -0.45
C -2.27 4.35 0.51
O -1.84 3.04 0.77
H -2.96 4.59 1.33
H -1.44 5.04 0.50
H -2.81 4.52 -0.42
H -1.39 2.72 -0.02
C -2.83 -1.80 -2.28
O -3.69 -2.83 -1.80
H -3.33 -1.42 -3.18
H -2.77 -0.89 -1.68
H -1.86 -2.25 -2.47
H -3.13 -3.38 -1.26
```

The charge is -1. The highest occupied orbital energy (alpha / beta) is 0.031 / -0.251 hartree. For the electronic energy, the calculation gives -1445.4678 a.u. The frontier orbital gap (alpha / beta) is 1.550 / 9.181 eV. The spin multiplicity is 2. Its expectation value of S² is 0.750.

=====

CH5NO2P | ωB97M-V/def2-TZVPD

```
10
Properties=species:S:1:pos:R:3
C 1.04 -0.31 -1.45
N -1.32 -0.54 0.29
O -0.80 1.74 1.77
O -0.21 -1.20 0.75
P 1.20 -1.16 0.02
H -0.97 0.92 1.17
H 1.97 -0.21 -2.12
H 0.23 -0.42 -2.07
H -1.18 -0.31 -0.65
H 0.05 1.48 2.30
```

The charge is -1. The highest occupied orbital energy (alpha / beta) is -0.093 / -0.093 hartree. For the electronic energy, the calculation gives -587.5950 a.u. The frontier orbital gap (alpha / beta) is 7.024 / 7.025 eV. The value obtained for the energy above the lowest of the compared OMol25 structures with the same formula, charge and spin is 6.185 eV.

=====

C4H11NO2S2 | ωB97M-V/def2-TZVPD

```
20
Properties=species:S:1:pos:R:3
C -2.62 -1.55 0.18
C 1.91 0.31 -0.92
C 1.17 1.68 1.04
C -1.61 -0.69 -0.43
N 0.93 0.57 0.16
O -0.40 -0.61 2.05
O 0.63 -1.98 0.19
S -2.03 1.11 -0.37
S 0.02 -0.73 0.67
H -2.57 -1.82 1.26
H -3.59 -1.09 0.10
H -2.56 -2.53 -0.31
H 1.32 0.55 -1.90
H 2.73 1.14 -0.80
H 2.31 -0.69 -0.69
H 2.08 1.63 1.71
H 1.41 2.43 0.34
H 0.25 1.78 1.60
H -1.56 -1.03 -1.55
H -1.95 1.33 0.94
```

The highest occupied orbital energy is -0.336 hartree. For the electronic energy, the calculation gives -1160.5313 a.u. The frontier orbital gap is 9.796 eV. As for the SMILES: C[C@@H](S)S(=O)(=O)N(C)C. The value obtained for the energy above the lowest of the compared OMol25 structures with the same formula, charge and spin is 2.761 eV.

=====

C24H32N2O7S | ωB97M-V/def2-TZVPD

```
66
Properties=species:S:1:pos:R:3
C -5.27 -3.35 0.41
H -6.25 -3.38 0.21
H -4.87 -3.85 1.17
H -4.80 -3.81 -0.60
O -4.95 -2.17 0.33
C -3.74 -1.75 0.73
C -2.70 -2.68 0.85
C -1.35 -2.06 0.75
C -1.11 -0.70 0.97
C -2.10 0.11 1.06
C -3.48 -0.11 0.90
S -4.90 0.94 0.81
O -5.72 0.24 1.78
O -4.21 2.25 1.07
N -5.44 0.58 -0.75
C -5.06 1.52 -1.50
H -5.03 0.90 -2.55
C -5.88 2.76 -1.51
H -5.56 3.45 -0.70
O -7.25 2.55 -1.60
C -7.69 1.64 -0.77
H -7.62 2.22 0.46
C -6.86 0.45 -0.63
H -7.11 -0.17 -1.44
H -7.11 -0.11 -0.07
H -8.62 1.49 -0.86
H -5.60 3.29 -2.43
H -3.91 1.96 -1.45
H -2.09 1.18 1.34
C 0.35 -0.33 1.33
C 0.76 1.07 1.38
C 2.15 1.19 1.47
O 3.07 0.39 1.62
O 2.42 2.39 1.71
C 3.76 2.85 1.94
C 4.61 3.30 0.66
O 5.04 4.19 0.11
N 4.70 1.99 0.19
H 4.31 1.14 0.30
C 5.22 2.03 -1.28
C 6.37 0.63 -1.29
C 5.46 -0.50 -0.83
C 4.52 -1.12 -1.78
C 3.80 -2.46 -1.44
H 3.59 -2.86 -2.44
H 3.02 -2.09 -1.11
C 4.65 -3.25 -0.36
H 4.04 -4.07 0.02
H 5.47 -3.54 -0.95
C 4.90 -2.16 0.78
H 4.19 -1.63 1.08
H 5.49 -2.77 1.49
C 6.24 -1.17 0.10
H 7.07 -1.82 0.11
H 6.36 -0.53 1.08
H 4.35 -0.49 -2.51
H 7.12 0.82 -0.85
H 6.59 0.65 -2.42
H 4.59 1.90 -2.13
H 6.01 2.83 -1.24
H 3.81 3.80 2.37
H 4.36 2.16 2.65
H 0.16 1.83 1.39
H 0.91 -1.11 1.36
H -0.49 -2.90 0.91
H -2.73 -3.68 0.58
```

The highest occupied orbital energy is -0.291 hartree. For the electronic energy, the calculation gives -1967.2497 a.u. The frontier orbital gap is 7.286 eV. The value obtained for the energy above the lowest of the compared OMol25 structures with the same formula, charge and spin is 23.350 eV.

=====

Question: Look up the electronic energy of the seventh one.
Answer: -1160.5313 a.u.